No. 1
Computed, not measured: an isolated molecule of C17H15NO3 in a non-equilibrium geometry, with ωB97M-V/def2-TZVPD.

Computed properties:
Kohn-Sham gap = 8.6 eV
SMILES string = C=COc1ccc(N2C(=O)c3ccccc3O[C@@H]2C)cc1
Energy above the lowest of the compared OMol25 structures with the same formula, charge and spin = 269.70 kJ/mol
Lowest unoccupied orbital energy = 0.356 eV
E_HOMO = -8.258 eV

Last column: Löwdin charge in e.
Cartesian coordinates (Å):
O (1.6737, -0.3864, 1.2621)  0.0823
O (-4.1253, 0.7611, 3.9506)  -0.0080
O (0.3156, 0.6218, -2.4164)  0.0042
C (1.2410, -0.0259, 0.1858)  -0.3665
C (-4.8022, 0.9621, 6.2503)  0.0423
C (-3.8048, 0.9662, 5.2703)  -0.1786
C (3.6883, -0.5478, -3.3896)  -0.0625
C (4.2207, -0.9129, -2.1537)  -0.0904
C (-3.3385, 0.2891, 1.7231)  -0.0056
C (-1.7300, 1.0644, 3.3030)  -0.0082
C (2.3123, -0.1439, -3.4421)  -0.0043
C (3.4149, -0.7773, -0.9850)  0.0025
C (-2.3259, 0.1947, 0.7609)  -0.0112
C (-0.7127, 0.9980, 2.3605)  0.0054
C (-3.0902, 0.6983, 3.0418)  -0.2306
C (1.5724, 0.0582, -2.3054)  -0.2239
C (2.0869, -0.2827, -1.0282)  -0.0530
C (-1.0039, 0.5548, 1.0506)  -0.2041
N (-0.0364, 0.4946, 0.0186)  0.0502
C (0.3634, 2.6482, -1.1057)  0.0021
C (-0.2802, 1.2491, -1.2480)  -0.2477
H (-4.5183, 1.1680, 7.2910)  0.0482
H (-5.8738, 0.8457, 6.0696)  0.0529
H (-2.7852, 1.0291, 5.6171)  0.0927
H (4.2878, -0.6841, -4.3089)  0.1106
H (5.2635, -1.2289, -2.1080)  0.0991
H (-4.3640, -0.0181, 1.4974)  0.1209
H (-1.4370, 1.4408, 4.2795)  0.0964
H (1.8840, 0.1176, -4.3982)  0.1124
H (3.8647, -1.0824, 0.0051)  0.1332
H (-2.6429, -0.1989, -0.2169)  0.1251
H (0.2973, 1.2530, 2.6454)  0.1147
H (0.0730, 3.1258, -0.1640)  0.0879
H (0.0910, 3.3323, -1.9351)  0.0948
H (1.4225, 2.5616, -1.0979)  0.0710
H (-1.3585, 1.3464, -1.3952)  0.1456

***

No. 2
Computed, not measured: a structure of composition C26H21IN7SY in a non-equilibrium geometry, with ωB97M-V/def2-TZVPD.

Computed properties:
Kohn-Sham gap = 6.9 eV
Lowest unoccupied orbital energy = -7.177 eV
Charge = +2
E_HOMO = -14.057 eV

Last column: Löwdin charge in e.
Cartesian coordinates (Å):
Y (0.0399, 0.2820, 0.1246)  1.4217
N (0.0468, 7.2577, 7.8091)  0.1982
C (0.0156, 6.4848, 6.9592)  -0.1574
C (-0.0158, 5.5201, 5.8895)  -0.1997
C (-0.9736, 4.5094, 5.8873)  0.0097
C (-0.9867, 3.5765, 4.8661)  -0.0122
C (-0.0659, 3.6594, 3.8214)  -0.1959
C (0.8805, 4.6878, 3.8229)  -0.0179
C (0.9179, 5.6041, 4.8582)  0.0071
C (-0.0812, 2.6588, 2.7255)  -0.0246
C (0.0499, 1.3098, 3.1095)  -0.2541
C (0.3529, 0.8389, 4.4054)  0.0170
C (0.4007, -0.5457, 4.3548)  -0.0372
C (0.1315, -0.8966, 3.0354)  -0.1235
N (-0.0722, 0.1967, 2.2652)  -0.1288
C (-0.1889, 3.1625, 1.4096)  -0.2534
C (-0.4129, 4.5041, 1.0384)  0.0172
C (-0.3698, 4.5793, -0.3468)  -0.0284
C (-0.1351, 3.2881, -0.8008)  -0.1218
N (-0.0329, 2.4134, 0.2306)  -0.1541
H (-1.7036, 4.4610, 6.6843)  0.1343
H (-1.7355, 2.7944, 4.8606)  0.1309
H (1.6041, 4.7533, 3.0205)  0.1237
H (1.6640, 6.3877, 4.8733)  0.1335
H (0.5257, 1.4584, 5.2714)  0.1270
H (0.5849, -1.2277, 5.1708)  0.1173
H (0.0501, -1.8939, 2.6233)  0.1243
H (-0.6025, 5.3201, 1.7176)  0.1293
H (-0.4886, 5.4597, -0.9584)  0.1200
H (-0.0336, 2.9586, -1.8267)  0.1221
N (3.2490, 1.5287, 1.6523)  0.1329
C (3.2132, 0.2285, 1.3184)  -0.7793
S (2.6267, -0.1816, -0.2609)  0.6287
N (3.6196, -0.6433, 2.2160)  0.1025
C (3.7125, -2.0787, 2.2194)  -0.2359
C (3.8795, -2.8581, 1.0849)  -0.0488
C (4.0194, -4.2319, 1.2277)  -0.0521
C (4.0029, -4.8240, 2.4822)  -0.0533
C (3.8408, -4.0326, 3.6112)  -0.0552
C (3.6975, -2.6629, 3.4809)  -0.0329
H (3.1565, 2.2004, 0.9090)  0.1051
H (3.7507, 1.8354, 2.4728)  0.1309
H (3.8945, -0.2500, 3.1063)  0.1584
H (3.9372, -2.4197, 0.1006)  0.0648
H (4.1644, -4.8393, 0.3433)  0.1186
H (4.1362, -5.8929, 2.5825)  0.1185
H (3.8370, -4.4807, 4.5968)  0.1187
H (3.5777, -2.0465, 4.3675)  0.1167
I (-6.0120, -2.1623, -0.2907)  0.9705
C (-4.4144, -0.8658, -0.1643)  -0.7552
C (-4.4419, 0.4725, 0.1706)  -0.0948
N (-3.1790, 0.9191, 0.1360)  0.0040
N (-2.3117, -0.0563, -0.2132)  -0.1281
C (-3.0700, -1.1455, -0.3948)  -0.1750
H (-5.2729, 1.1125, 0.4230)  0.1410
H (-2.8625, 1.8606, 0.3023)  0.1552
H (-2.6370, -2.0879, -0.6949)  0.1195

***

No. 3
Computed, not measured: a cluster of 12 separate species, C43H64F5N7O15 in total in a non-equilibrium geometry, with ωB97M-V/def2-TZVPD.

Computed properties:
Kohn-Sham gap = 10.7 eV
SMILES string = O=C1OC[C@@H](F)O1.O=C1OC[C@@H](F)O1.O=C1OC[C@@H](F)O1.O=C1OC[C@@H](F)O1.O=C1OC[C@@H](F)O1.CCCC#N.CCCC#N.CCCC#N.CCCC#N.CCCC#N.CCCC#N.CCCC#N
Lowest unoccupied orbital energy = -0.372 eV
E_HOMO = -11.099 eV

Last column: Löwdin charge in e.
Cartesian coordinates (Å):
C (3.2046, -1.2530, -9.0333)  -0.0981
C (2.5123, -1.9475, -7.8457)  -0.2592
C (2.8684, -3.4473, -7.6506)  -0.1848
C (2.9646, -4.2357, -8.8677)  -0.2464
N (3.0688, -4.8967, -9.8053)  0.1436
H (2.6875, -1.6397, -9.9115)  0.0720
H (4.2589, -1.5209, -9.1022)  0.0743
H (3.1557, -0.1644, -9.0100)  0.0726
H (1.4343, -1.7989, -7.9086)  0.0985
H (2.6247, -1.4078, -6.9054)  0.0989
H (2.2223, -3.9723, -6.9470)  0.1116
H (3.8729, -3.3724, -7.2340)  0.1178
C (7.8231, -1.7007, 3.6006)  -0.0979
C (6.2757, -1.8087, 3.4345)  -0.2387
C (5.5924, -2.8064, 4.3996)  -0.1950
C (6.2505, -4.1337, 4.5372)  -0.2240
N (6.7231, -5.1775, 4.6437)  0.1342
H (8.2098, -0.9576, 2.9031)  0.0575
H (8.4604, -2.5462, 3.3415)  0.0712
H (8.0095, -1.3876, 4.6279)  0.0723
H (6.0059, -2.1457, 2.4336)  0.1007
H (5.7223, -0.8715, 3.4943)  0.0981
H (4.5651, -2.9728, 4.0755)  0.1105
H (5.3695, -2.4001, 5.3862)  0.1096
C (8.1620, 3.6792, 2.3270)  -0.1138
C (6.6796, 3.3275, 2.4163)  -0.2314
C (6.1835, 3.1109, 3.8910)  -0.1766
C (6.3800, 4.2955, 4.7185)  -0.2536
N (6.5015, 5.2802, 5.3828)  0.1279
H (8.5339, 4.4165, 3.0384)  0.0715
H (8.5277, 3.9096, 1.3264)  0.0722
H (8.7866, 2.8305, 2.6058)  0.0681
H (6.5104, 2.3711, 1.9216)  0.0978
H (6.0788, 4.0725, 1.8945)  0.1007
H (6.8674, 2.4245, 4.3902)  0.1158
H (5.1269, 2.9781, 4.1234)  0.1207
C (-1.0196, -5.3181, -3.9128)  -0.1090
C (-2.3120, -6.0692, -4.2556)  -0.2343
C (-1.9567, -7.6059, -4.1707)  -0.1831
C (-1.5937, -8.0784, -2.8196)  -0.2428
N (-1.3244, -8.3861, -1.7372)  0.1348
H (-0.1281, -5.7259, -4.3892)  0.0793
H (-1.0065, -5.4083, -2.8266)  0.0644
H (-1.1339, -4.2454, -4.0692)  0.0682
H (-2.7221, -5.7538, -5.2150)  0.1009
H (-3.1035, -5.9468, -3.5163)  0.0995
H (-1.0832, -7.8254, -4.7847)  0.1123
H (-2.7851, -8.2639, -4.4329)  0.1119
C (1.5372, -0.4138, -1.7310)  -0.0944
C (0.1893, -0.6508, -0.9873)  -0.2426
C (-0.0336, 0.3695, 0.1588)  -0.1864
C (1.0528, 0.3679, 1.1300)  -0.2372
N (1.8990, 0.3310, 1.9367)  0.1290
H (2.2940, -0.8033, -1.0501)  0.0679
H (1.6801, 0.5986, -2.1089)  0.0743
H (1.4784, -1.1238, -2.5559)  0.0632
H (0.1744, -1.6288, -0.5062)  0.1018
H (-0.5942, -0.6293, -1.7447)  0.0992
H (-0.9662, 0.2425, 0.7085)  0.1189
H (-0.0482, 1.3760, -0.2593)  0.1152
C (-0.4574, 0.0793, 8.9779)  -0.1141
C (0.5415, 0.4436, 7.8861)  -0.2712
C (1.6354, -0.5462, 7.6310)  -0.1987
C (1.1137, -1.8881, 7.8251)  -0.2546
N (0.6734, -2.9446, 7.9212)  0.1510
H (-1.1290, -0.7441, 8.7350)  0.0729
H (-1.1024, 0.9417, 9.1463)  0.0697
H (0.1050, -0.1247, 9.8890)  0.0797
H (1.0442, 1.3547, 8.2105)  0.1104
H (-0.0422, 0.5938, 6.9779)  0.1145
H (2.4364, -0.3838, 8.3522)  0.1215
H (2.0113, -0.4481, 6.6125)  0.1210
C (-5.1769, 2.8399, -0.7660)  -0.1031
C (-5.8572, 4.0238, -0.0341)  -0.2237
C (-5.2430, 5.4836, -0.3700)  -0.1582
C (-5.2925, 5.8092, -1.7939)  -0.2493
N (-5.3704, 6.1195, -2.9107)  0.1276
H (-5.6219, 2.7734, -1.7588)  0.0716
H (-5.1765, 1.9540, -0.1309)  0.0717
H (-4.1315, 3.1015, -0.9300)  0.0597
H (-5.8362, 3.8958, 1.0482)  0.0934
H (-6.9167, 3.9744, -0.2852)  0.0968
H (-4.1719, 5.3574, -0.2117)  0.1071
H (-5.6442, 6.2719, 0.2670)  0.1128
C (-6.7006, -2.8089, -3.9306)  -0.0733
C (-6.1635, -2.0365, -2.7418)  -0.2911
O (-7.3300, -1.2510, -2.3905)  0.1454
C (-8.1358, -1.1529, -3.4336)  -0.5410
O (-9.0944, -0.3873, -3.4944)  0.1407
O (-7.6648, -1.9222, -4.4415)  0.0745
F (-5.0880, -1.3044, -3.0379)  0.0899
H (-7.1803, -3.7276, -3.5930)  0.1416
H (-5.9560, -3.0119, -4.7002)  0.1449
H (-5.8452, -2.6932, -1.9321)  0.1671
C (-2.6881, -4.9018, 1.4672)  -0.0646
C (-1.9968, -4.6990, 2.7890)  -0.2500
O (-3.1400, -4.2336, 3.4974)  0.1338
C (-3.7816, -3.4252, 2.6387)  -0.5705
O (-4.6453, -2.6208, 2.9703)  0.1366
O (-3.4808, -3.7088, 1.3856)  0.0905
F (-1.1130, -3.6421, 2.6590)  0.0607
H (-3.2829, -5.8034, 1.3207)  0.1453
H (-1.9947, -4.9603, 0.6282)  0.1362
H (-1.4938, -5.5607, 3.2279)  0.1780
C (-6.0977, 1.6044, 5.8066)  -0.0768
C (-5.2044, 1.6177, 6.9761)  -0.3102
O (-3.9826, 1.3049, 6.3024)  0.1799
C (-3.9461, 1.9215, 5.2081)  -0.5970
O (-2.9743, 2.0657, 4.4695)  0.1358
O (-5.2320, 2.2035, 4.8833)  0.0683
F (-5.6780, 0.7154, 7.8319)  0.1060
H (-7.0056, 2.2003, 5.8995)  0.1518
H (-6.3060, 0.5640, 5.5568)  0.1555
H (-5.1085, 2.5668, 7.5034)  0.1831
C (-1.4902, 4.0192, -4.5561)  -0.1238
C (-1.3832, 4.8794, -5.7823)  -0.2986
O (-0.3404, 4.2519, -6.5248)  0.1557
C (0.2611, 3.3369, -5.7481)  -0.4749
O (1.2021, 2.5632, -6.0019)  0.1109
O (-0.3264, 3.3231, -4.5079)  0.0681
F (-1.1941, 6.1276, -5.3228)  0.0896
H (-2.3394, 3.3596, -4.7350)  0.1426
H (-1.6074, 4.6208, -3.6548)  0.1516
H (-2.3017, 4.8290, -6.3671)  0.1719
C (3.5621, 4.7041, -1.8022)  0.0036
C (3.2854, 6.0809, -2.4521)  -0.3032
O (2.0666, 6.5058, -1.8883)  0.1360
C (1.6421, 5.5771, -0.9718)  -0.5220
O (0.5879, 5.6446, -0.2485)  0.0715
O (2.4632, 4.6059, -0.8702)  0.0883
F (3.1018, 5.9503, -3.7801)  0.0802
H (4.4934, 4.5931, -1.2468)  0.1348
H (3.4341, 3.8505, -2.4677)  0.1410
H (4.0879, 6.7870, -2.2387)  0.1676

***

No. 4
Computed, not measured: a cluster of 3 separate species, C5H12N2O2 in total, with ωB97M-V/def2-TZVPD.

Computed properties:
Kohn-Sham gap (spin up / spin down) = 7.9 / 7.1 eV
Energy above the lowest of the compared OMol25 structures with the same formula, charge and spin = 625.38 kJ/mol
Lowest unoccupied orbital energy (spin up / spin down) = 0.745 / -0.607 eV
E_HOMO (spin up / spin down) = -7.173 / -7.706 eV

Last column: Löwdin charge in e.
Cartesian coordinates (Å):
C (0.3879, 0.6087, -0.1008)  -0.4142
C (0.8084, -0.5023, 0.6533)  -0.2023
C (-2.1145, -0.9208, 0.8220)  -0.2421
C (0.4266, 1.9784, 0.5042)  -0.0608
C (-0.2798, 0.4919, -1.4382)  -0.0520
N (0.8981, -1.7668, 0.1976)  0.1280
O (-1.1821, -0.0359, 1.3207)  -0.2103
N (2.4738, 0.5584, -0.8964)  0.0348
O (2.8112, -0.4332, -1.4111)  -0.0485
H (1.3061, -0.3139, 1.5951)  0.1428
H (1.2035, -2.4909, 0.8254)  0.1149
H (0.5791, -2.0188, -0.7231)  0.0978
H (-2.6684, -0.5405, -0.0588)  0.0647
H (-1.6827, -1.9028, 0.5282)  0.0685
H (-2.8767, -1.1559, 1.5845)  0.0813
H (0.7654, 1.9535, 1.5396)  0.0855
H (1.0998, 2.6267, -0.0672)  0.0800
H (-0.5727, 2.4133, 0.4900)  0.0878
H (-0.1666, -0.4880, -1.9045)  0.0750
H (-1.3462, 0.7004, -1.3347)  0.0804
H (0.1297, 1.2384, -2.1257)  0.0888